DFT (ωB97M-V/def2-TZVPD) results for a molecular structure, C39H66BBrGaIN6S3Si.

Each line ends with the Mulliken charge.
CARTESIAN COORDINATES (ANGSTROEM)
Ga 0.19960 0.09970 -0.60430  0.95
C -1.41890 0.98940 -5.53210  -2.03
C -2.23490 0.78240 -4.30460  -0.45
C -3.59470 0.67860 -4.38720  -0.71
C -4.36520 0.54200 -3.20790  -0.52
N -3.78260 0.48940 -2.04110  0.50
N -2.46070 0.54240 -1.92770  0.07
B -1.92530 0.53420 -0.46920  -0.86
N -2.67630 -0.42520 0.41310  0.63
N -3.39530 -1.33340 -0.22680  -0.24
C -4.03140 -2.28540 0.41520  -0.11
C -3.95720 -2.39130 1.81140  -0.31
C -3.15760 -1.50570 2.50670  0.63
C -2.95800 -1.65930 3.96920  -1.80
C -2.52610 -0.50000 1.75930  -0.33
S -1.40530 0.59620 2.56840  -0.07
C -4.88010 -3.24840 -0.37370  2.55
C -6.33540 -2.96570 0.04130  -1.74
C -4.67790 -3.05080 -1.87550  -1.20
C -4.50940 -4.69310 -0.01120  -1.91
N -1.93420 2.01820 -0.00070  0.59
N -3.17880 2.47300 -0.00300  -0.64
C -3.45050 3.72780 0.22180  -0.03
C -2.40620 4.64180 0.49060  -0.59
C -1.10490 4.20490 0.51240  0.31
C 0.02140 5.14250 0.77350  -2.09
C -0.86640 2.81720 0.24480  1.39
S 0.75870 2.26420 0.31190  -0.52
C -4.89580 4.14120 0.06960  2.38
C -4.99800 4.79550 -1.31980  -1.74
C -5.33490 5.13490 1.14750  -1.98
C -5.79980 2.91120 0.12020  -1.42
C -1.65100 0.69940 -3.00480  1.49
S 0.05270 0.81020 -2.90930  -0.52
C -5.87300 0.51690 -3.34010  2.56
C -6.24730 -0.50460 -4.42610  -1.78
C -6.30830 1.92090 -3.79100  -1.72
C -6.60530 0.15250 -2.04550  -1.71
H -1.72800 0.29610 -6.31130  0.44
H -0.35720 0.87490 -5.34160  0.40
H -1.57920 1.99790 -5.90880  0.33
H -4.07680 0.71020 -5.35070  0.58
H -4.48240 -3.16090 2.34590  0.53
H -3.78170 -2.22410 4.39450  0.45
H -2.88050 -0.69960 4.47270  0.43
H -2.03790 -2.21490 4.15970  0.36
H -6.61470 -1.93830 -0.16850  0.28
H -6.47510 -3.13090 1.10690  0.40
H -7.00980 -3.62960 -0.49310  0.46
H -4.68250 -1.99670 -2.12720  -0.19
H -5.46930 -3.55710 -2.41820  0.56
H -3.72450 -3.47200 -2.18340  -0.02
H -4.82380 -4.95140 0.99360  0.38
H -3.43440 -4.84740 -0.09190  0.36
H -5.00780 -5.37730 -0.69270  0.47
H -2.63720 5.67930 0.67830  0.48
H -0.33790 6.06000 1.23410  0.41
H 0.51460 5.40100 -0.16470  0.36
H 0.77300 4.69520 1.42010  0.44
H -4.36920 5.68100 -1.38320  0.41
H -6.02620 5.09330 -1.51100  0.46
H -4.68740 4.09940 -2.09730  0.32
H -4.90840 6.12200 0.99130  0.39
H -5.06130 4.78200 2.13920  0.42
H -6.41790 5.23560 1.11870  0.46
H -5.48570 2.19600 -0.63040  -0.45
H -6.82960 3.20080 -0.06570  0.51
H -5.74760 2.43130 1.09430  0.41
H -5.99410 -0.15680 -5.42440  0.44
H -7.31840 -0.68720 -4.39510  0.51
H -5.73870 -1.44990 -4.24630  0.27
H -5.69810 2.29220 -4.61310  0.35
H -6.23600 2.62340 -2.96560  0.27
H -7.34400 1.87590 -4.11860  0.55
H -6.80190 -0.91280 -2.01430  0.54
H -7.56130 0.66830 -2.01290  0.54
H -6.02700 0.42610 -1.17110  0.25
C 4.06360 -4.58980 -0.43820  -1.63
C 3.20600 -5.48820 -1.33950  2.32
C 4.09760 -6.58260 -1.95140  -1.79
C 2.16200 -6.16070 -0.43850  -1.97
Si 2.38270 -4.48630 -2.80100  -1.48
Br 1.57480 -1.78160 -0.95800  -0.13
C 3.53290 -3.52840 -4.06820  2.41
C 4.85300 -3.11120 -3.40350  -1.98
C 2.87820 -2.25500 -4.62360  -1.88
C 3.85100 -4.47130 -5.24300  -1.77
C 0.54440 -4.95120 -3.33680  2.84
C -0.45470 -4.86630 -2.17490  -2.09
C 0.56760 -6.39070 -3.87970  -1.81
C 0.02110 -4.02350 -4.44020  -2.19
H 4.45800 -5.18990 0.37780  0.54
H 3.46930 -3.78440 -0.01830  0.30
H 4.90930 -4.16560 -0.96360  0.33
H 4.54800 -7.16060 -1.14840  0.50
H 4.90140 -6.16090 -2.54650  0.34
H 3.52710 -7.26640 -2.57360  0.41
H 2.67870 -6.70080 0.35100  0.62
H 1.56130 -6.88550 -0.97870  0.39
H 1.52180 -5.42110 0.03300  0.35
H 4.67190 -2.45540 -2.55670  0.40
H 5.45650 -2.56740 -4.12720  0.61
H 5.43860 -3.96700 -3.08280  0.39
H 2.48900 -1.63320 -3.82320  0.39
H 2.08100 -2.48170 -5.32230  0.34
H 3.63160 -1.68020 -5.15750  0.54
H 4.32440 -5.39040 -4.91020  0.40
H 4.53780 -3.97020 -5.92140  0.50
H 2.95770 -4.73110 -5.80410  0.35
H -0.22050 -5.56140 -1.37920  0.32
H -1.44620 -5.11550 -2.54870  0.59
H -0.48150 -3.86010 -1.76450  0.28
H 0.92410 -7.09790 -3.13710  0.37
H 1.20130 -6.47120 -4.75870  0.42
H -0.43860 -6.68900 -4.16520  0.50
H 0.01390 -2.98840 -4.10870  0.43
H -0.99780 -4.31020 -4.69150  0.61
H 0.60830 -4.10730 -5.34780  0.38
I 0.49010 -0.88190 2.64150  0.05

Values from the calculation:
HOMO (eV): -12.74
LUMO energy (eV): -6.16
Net charge: +2
2S+1: 1
Relative energy (zero: lowest compared OMol25 entry of this formula, charge and spin) (kcal/mol): 64.3

=====

DFT (ωB97M-V/def2-TZVPD) results for 10 unconnected molecules or ions with the total composition C39H67N7O7.

Each line ends with the Mulliken charge.
CARTESIAN COORDINATES (ANGSTROEM)
C -0.72793 -15.71790 33.18571  -0.86
N 0.25570 -16.74035 33.26935  -0.18
C 0.41542 -17.83678 32.57428  0.65
C 1.84487 -18.53186 32.86041  -0.91
O -0.30072 -18.36214 31.71775  -0.64
H -1.10148 -15.28172 34.11216  0.29
H -1.55805 -16.13740 32.61736  0.33
H -0.35470 -14.81800 32.69686  0.29
H 0.98290 -16.50166 33.92837  0.21
H 2.46633 -18.59781 31.96735  0.25
H 1.64646 -19.57391 33.11114  0.28
H 2.30055 -18.15171 33.77471  0.29
C 7.96834 -20.27947 17.42203  -0.95
N 9.11913 -20.17785 16.48130  -0.20
C 9.82953 -21.23110 16.11200  0.74
C 10.73450 -20.97169 14.92288  -1.11
O 9.69651 -22.34034 16.53927  -0.60
H 7.22339 -19.54445 17.11721  0.34
H 8.07501 -20.00216 18.47076  0.30
H 7.33490 -21.16638 17.43785  0.31
H 9.17253 -19.31765 15.95471  0.27
H 11.17609 -19.97770 14.99420  0.33
H 10.32836 -21.10521 13.92022  0.26
H 11.63091 -21.58835 14.85750  0.32
C 2.59476 -28.01303 29.10841  -0.85
N 2.94869 -28.08105 27.67336  -0.23
C 2.39359 -27.27421 26.74092  0.68
C 2.62037 -27.58485 25.24056  -0.92
O 1.79145 -26.31858 27.09331  -0.59
H 1.72070 -28.60257 29.38508  0.26
H 2.49653 -26.95539 29.35305  0.31
H 3.49041 -28.25142 29.68206  0.35
H 3.43107 -28.89234 27.31388  0.21
H 3.42824 -28.31526 25.19635  0.30
H 2.92319 -26.68065 24.71253  0.26
H 1.75533 -28.02258 24.74237  0.24
C -4.06672 -15.62863 27.76922  -0.87
N -2.78890 -16.28291 27.42335  -0.18
C -2.06674 -15.95373 26.27355  0.67
C -0.80271 -16.74584 25.95434  -1.06
O -2.46910 -15.07877 25.51317  -0.61
H -3.98061 -14.65603 28.25370  0.25
H -4.72256 -16.32065 28.29750  0.37
H -4.61860 -15.63138 26.82927  0.29
H -2.34789 -16.93231 28.05887  0.23
H -0.31793 -16.31588 25.07786  0.30
H -1.07114 -17.79768 25.85597  0.29
H 0.02203 -16.55050 26.63972  0.32
C 13.12480 -27.62265 28.80603  -0.18
C 12.06023 -26.82846 28.36008  -0.31
C 10.88019 -26.80937 29.07344  -0.22
N 10.71302 -27.52891 30.19344  -0.54
C 11.64699 -28.45663 30.56762  -0.19
C 12.92252 -28.53280 29.90042  -0.34
H 14.09538 -27.56983 28.33531  0.35
H 12.30636 -26.35104 27.42312  0.34
H 9.98712 -26.34921 28.67710  0.38
H 11.53901 -29.01431 31.48617  0.35
H 13.74371 -29.15174 30.23052  0.35
C 17.07701 -19.42797 26.48169  -0.32
C 15.83752 -18.85978 26.64633  -0.32
C 14.78234 -19.63225 27.04582  -0.18
N 14.86736 -20.96495 27.08836  -0.54
C 16.03464 -21.61902 26.83959  -0.13
C 17.17289 -20.87758 26.52580  -0.27
H 17.92713 -18.86810 26.12083  0.36
H 15.65478 -17.80429 26.50871  0.34
H 13.74927 -19.32558 27.11731  0.38
H 16.10955 -22.68387 26.67566  0.34
H 18.05747 -21.41570 26.21863  0.34
C -0.05603 -21.81843 19.84461  -0.23
C 0.31532 -20.51628 19.37401  -0.42
C 0.65798 -20.47281 18.00617  -0.15
N 0.54927 -21.49410 17.10771  -0.54
C 0.07664 -22.69824 17.65324  -0.18
C -0.22266 -22.83114 18.97847  -0.25
H -0.38271 -21.99795 20.85824  0.36
H 0.29422 -19.64151 20.00705  0.36
H 0.91439 -19.53710 17.53173  0.37
H -0.01451 -23.54616 16.99057  0.35
H -0.52895 -23.81889 19.28981  0.33
C 14.68913 -25.45703 19.77058  -0.59
C 15.87929 -26.14565 20.35927  -0.50
C 15.12904 -27.17229 21.23418  -0.47
O 14.15334 -26.31316 21.89342  -0.41
C 13.75013 -25.32861 20.99526  -0.38
H 14.34126 -25.98835 18.88470  0.29
H 14.92299 -24.44558 19.43835  0.28
H 16.40338 -25.55039 21.10698  0.24
H 16.58980 -26.63528 19.69328  0.35
H 15.73271 -27.81215 21.87780  0.34
H 14.63731 -27.90629 20.59578  0.27
H 13.71142 -24.32003 21.40681  0.33
H 12.77678 -25.64680 20.62184  0.26
C 10.91397 -20.62227 32.91321  -0.50
C 12.19080 -20.51599 33.72306  -0.48
C 12.03220 -19.31607 34.60484  -0.44
O 11.18500 -18.41977 33.93444  -0.40
C 10.29803 -19.15274 33.10914  -0.41
H 10.24371 -21.39072 33.29836  0.31
H 11.04658 -20.72546 31.83624  0.25
H 13.00682 -20.33525 33.02338  0.20
H 12.50467 -21.38289 34.30448  0.34
H 12.98130 -18.83228 34.83563  0.29
H 11.54981 -19.48960 35.56676  0.27
H 10.14954 -18.58151 32.19276  0.34
H 9.32286 -19.41350 33.52041  0.23
C 6.04170 -21.40267 26.11548  -0.60
C 7.38326 -20.87248 25.61488  -0.51
C 7.41010 -21.60796 24.29992  -0.45
O 6.14918 -21.47826 23.76638  -0.38
C 5.19249 -21.29442 24.80715  -0.37
H 5.47601 -20.95438 26.93227  0.37
H 6.08942 -22.42248 26.49733  0.24
H 8.28922 -21.25488 26.08511  0.32
H 7.40510 -19.78282 25.59853  0.26
H 7.76168 -22.63622 24.38456  0.29
H 8.17116 -21.13200 23.68156  0.30
H 4.48847 -22.12538 24.76295  0.26
H 4.71793 -20.31753 24.71448  0.27

Values from the calculation:
SMILES string: CNC(C)=O.CNC(C)=O.CNC(C)=O.CNC(C)=O.c1ccncc1.c1ccncc1.c1ccncc1.C1CCOC1.C1CCOC1.C1CCOC1
HOMO (eV): -9.40
LUMO energy (eV): 0.46
Net charge: 0
2S+1: 1

=====

DFT (ωB97M-V/def2-TZVPD) results for 20 unconnected molecules or ions with the total composition C39H68Cl38FNO8.

Each line ends with the Mulliken charge.
CARTESIAN COORDINATES (ANGSTROEM)
C -5.50403 1.75175 0.27257  -0.60
C -6.45849 0.46938 -0.13376  -0.25
C -6.46336 -0.73047 1.02766  0.43
O -5.17019 -0.86166 1.72439  0.15
C -4.69404 -2.25157 1.75897  -0.73
C -3.07756 -2.44093 1.92136  1.59
O -2.81299 -3.53946 0.93318  -0.40
C -2.05084 -4.63107 1.55846  0.65
N -1.11951 -5.47737 1.93863  -0.72
O -2.50306 -2.77792 3.24893  -0.48
C -1.23867 -2.07276 3.64471  0.17
O -0.44493 -2.52297 4.62361  -0.64
C -1.04699 -0.75479 2.64122  0.67
C 0.54241 -0.53491 2.30258  -0.23
C 0.89435 0.82995 1.46595  -0.21
C 0.68512 0.70953 -0.15587  0.21
C 1.84422 1.44419 -1.05913  -0.57
C 1.33012 1.32660 -2.64646  0.25
O 1.71673 -0.02325 -3.08702  -0.21
C 0.66560 -0.67767 -3.88101  0.64
C 0.59405 -2.34484 -3.81927  -0.70
O -0.21564 -0.08173 -4.68797  -0.56
C -1.58389 0.46137 3.59960  0.30
C -3.19516 0.45244 3.90137  0.57
O -3.86525 -0.43890 4.63594  -0.51
F -4.00927 1.53678 3.25129  -0.32
C -2.03537 -1.29123 1.40275  -1.10
O -2.47305 -0.23711 0.47804  -0.20
C -2.34431 -0.62941 -0.93254  0.48
C -3.57641 -1.56285 -1.50409  -0.32
H -5.99602 2.45836 1.08134  0.29
H -4.44758 1.45621 0.68956  -0.11
H -5.30597 2.43256 -0.68086  0.30
H -7.54941 0.92255 -0.30600  0.35
H -6.09245 0.09570 -1.18061  -0.03
H -6.84322 -1.70902 0.50904  -0.62
H -7.26457 -0.38755 1.82077  0.14
H -5.18707 -2.74484 2.72786  -0.03
H -5.06116 -2.91951 0.85568  0.18
H 1.01381 -1.44165 1.71452  0.20
H 1.14605 -0.47160 3.32522  -0.01
H 2.05457 1.04793 1.64222  0.33
H 0.32960 1.79245 1.81784  -0.04
H -0.33844 1.25835 -0.42452  -0.04
H 0.59527 -0.40591 -0.50043  -0.15
H 2.84118 0.84504 -0.92850  0.17
H 1.94318 2.60256 -0.84698  0.24
H 0.16725 1.53591 -2.67618  -0.26
H 1.93502 2.09728 -3.31214  0.26
H -0.00744 -2.74287 -4.76347  0.29
H 0.07358 -2.73821 -2.83187  0.14
H 1.69868 -2.75937 -3.93674  0.23
H -1.30333 1.53906 3.23916  -0.29
H -1.03960 0.31806 4.65238  0.43
H -1.24465 -1.94876 0.79607  0.49
H -1.32909 -1.13344 -1.22218  -0.32
H -2.39273 0.38423 -1.56212  0.04
H -4.58246 -1.45401 -0.91540  -0.38
H -3.19260 -2.67909 -1.59103  0.21
H -3.79930 -1.18117 -2.61219  0.39
C -8.88289 -2.52896 3.41072  -0.24
Cl -9.88300 -2.03628 2.03885  -0.15
Cl -7.62390 -3.66239 2.90565  -0.10
H -8.41142 -1.64319 3.84352  0.17
H -9.51713 -3.01169 4.15819  0.36
C -2.84582 0.45512 7.74111  -0.22
Cl -2.79623 0.43729 9.50809  -0.16
Cl -2.61288 2.09160 7.11461  -0.18
H -2.05171 -0.18953 7.35642  0.30
H -3.81750 0.08187 7.40866  0.24
C -0.62548 3.96234 -5.09330  -0.34
Cl -1.58551 3.04207 -3.92864  -0.10
Cl 0.97019 4.34892 -4.43816  -0.17
H -0.50257 3.36766 -6.00183  0.32
H -1.14812 4.89251 -5.32916  0.31
C 2.21301 -5.70036 2.89512  0.00
Cl 3.20510 -7.09002 2.43730  -0.18
Cl 2.75707 -4.23228 2.07440  -0.10
H 1.17441 -5.89831 2.61892  0.07
H 2.28559 -5.55180 3.97524  0.25
C -7.16722 -3.38323 -2.63529  -0.40
Cl -7.11764 -3.40106 -0.86831  -0.04
Cl -6.93429 -1.74675 -3.26178  -0.13
H -6.37311 -4.02788 -3.01998  0.28
H -8.13890 -3.75648 -2.96774  0.35
C -0.39233 6.32270 -8.49983  0.35
Cl 0.79110 5.54167 -7.44413  -0.14
Cl -2.04245 5.99999 -7.95411  -0.18
H -0.21932 7.40166 -8.49121  0.26
H -0.27182 5.93787 -9.51540  -0.29
C -5.79549 2.74793 9.00488  0.12
Cl -5.86846 4.22479 8.03608  -0.17
Cl -6.91188 2.82879 10.37308  -0.20
H -6.06491 1.89606 8.37568  0.13
H -4.77822 2.62026 9.38284  0.11
C 1.42378 5.26293 -12.22970  -0.31
Cl -0.20423 5.89698 -11.96033  -0.14
Cl 2.58999 6.01974 -11.13789  -0.12
H 1.41922 4.18448 -12.05337  0.34
H 1.71868 5.46670 -13.26194  0.23
C -8.88570 -0.11716 9.06361  0.11
Cl -9.88581 0.37551 7.69174  -0.17
Cl -7.62672 -1.25060 8.55854  -0.14
H -8.41424 0.76860 9.49641  -0.13
H -9.51994 -0.59990 9.81108  0.32
C 4.53378 -2.68388 4.87383  0.47
Cl 2.83004 -2.27689 4.63586  -0.04
Cl 5.56368 -1.26398 4.65468  -0.17
H 4.66936 -3.06873 5.88757  0.32
H 4.82188 -3.44784 4.14763  -0.52
C -6.62237 -1.90539 12.15949  -0.30
Cl -6.57278 -1.92323 13.92647  -0.16
Cl -6.38943 -0.26891 11.53299  -0.05
H -5.82826 -2.55004 11.77480  0.30
H -7.59404 -2.27864 11.82704  0.23
C 6.93152 -3.33578 1.53545  0.59
Cl 6.05881 -4.48184 2.56011  -0.20
Cl 7.95341 -2.26679 2.50387  -0.15
H 7.56054 -3.89162 0.83577  -0.23
H 6.20873 -2.73158 0.98181  -0.05
C 10.24181 -4.67007 0.53499  -0.24
Cl 9.24170 -4.17740 -0.83689  -0.19
Cl 11.50080 -5.80351 0.02991  -0.18
H 10.71328 -3.78431 0.96778  0.33
H 9.60757 -5.15281 1.28246  0.29
C 4.93680 -1.30205 -3.31008  -0.04
Cl 5.32332 -2.82929 -4.11203  -0.18
Cl 4.85820 -1.50662 -1.55599  -0.09
H 5.71144 -0.56906 -3.54846  0.33
H 3.96862 -0.94602 -3.67046  -0.05
C 0.18617 3.82190 4.78996  0.09
Cl -0.81394 4.31457 3.41809  -0.15
Cl 1.44516 2.68846 4.28488  -0.10
H 0.65764 4.70766 5.22275  0.35
H -0.44807 3.33916 5.53743  -0.14
C 14.22713 -5.44278 2.38582  0.38
Cl 14.27671 -5.46061 4.15280  -0.18
Cl 14.46006 -3.80629 1.75933  -0.16
H 15.02124 -6.08743 2.00113  -0.07
H 13.25545 -5.81603 2.05337  0.04
C 0.52301 9.35249 -13.47958  -0.30
Cl 0.16652 9.07900 -11.76987  -0.13
Cl 1.15044 7.88581 -14.24116  -0.09
H -0.39469 9.65405 -13.99051  0.25
H 1.27024 10.14519 -13.56485  0.24
C 2.10358 11.08557 -16.82189  -0.26
Cl 3.28701 10.30454 -15.76619  -0.13
Cl 0.45347 10.76286 -16.27617  -0.12
H 2.27659 12.16453 -16.81327  0.28
H 2.22409 10.70074 -17.83746  0.27
C 17.10927 -5.55298 -0.71922  -0.27
Cl 16.23657 -6.69904 0.30544  -0.18
Cl 18.13116 -4.48399 0.24920  -0.14
H 17.73829 -6.10882 -1.41890  0.32
H 16.38648 -4.94878 -1.27286  0.25

Values from the calculation:
HOMO (eV): -9.64
LUMO energy (eV): -0.03
Net charge: 0
2S+1: 1